# 1
{
  "formula": "C6H12ClN4O",
  "method": "ωB97M-V with the def2-TZVPD basis set",
  "mol_weight_g_mol": 191.642,
  "de_lowest_kcal_mol": 74.20,
  "e_tot_ev": -26935.095,
  "total_charge": 1,
  "lumo_energy_ev": [-4.756, -4.908],
  "elements": ["H", "H", "H", "C", "H", "N", "N", "Cl", "N", "H", "H", "H", "C", "C", "H", "C", "N", "H", "H", "C", "O", "C", "H", "H"],
  "coordinates": [[-1.199588, 3.119707, 0.768846], [-1.694015, 2.857284, -0.874074], [-0.984036, -2.595931, 0.212966], [-0.382051, 0.267468, -0.210203], [-2.440998, 0.217522, 1.534414], [-1.320322, 1.091673, 0.116426], [1.650498, 0.790611, -1.295890], [3.797488, 0.889417, 0.696619], [-0.055559, -0.986531, -0.202843], [-3.268006, 1.517249, 0.533251], [-0.027476, 2.351825, -0.504955], [1.304032, -2.475762, -0.631300], [-0.977787, 2.472466, -0.172041], [-2.665430, 0.692255, 0.570583], [0.772131, -1.560525, -2.041843], [-0.468100, -1.946614, 0.851994], [2.098625, -0.337342, -0.898894], [1.820631, 1.487387, -0.617943], [0.298431, -2.587181, 1.474930], [1.117151, -1.425808, -1.017268], [3.579153, -1.647439, 0.304011], [3.124555, -0.592280, -0.007887], [-2.953365, -0.190627, -0.119285], [-1.125966, -1.408818, 1.530376]],
  "forces_ev_per_a": [[1.132, -1.071, -1.410], [-0.001, 0.137, -0.844], [-1.340, -1.706, 0.088], [1.535, 0.329, -0.963], [-1.091, 0.649, 0.154], [0.758, -1.180, -0.529], [-3.523, 0.674, -1.147], [-0.178, -0.081, -0.252], [0.839, 0.644, 1.414], [-1.799, 1.733, 0.191], [2.660, 1.135, -0.958], [0.969, 1.664, -0.391], [-3.818, 1.459, 3.110], [2.607, -4.492, -0.883], [0.271, 0.441, -0.114], [0.619, -0.339, 0.938], [0.281, -4.155, 0.477], [1.241, 1.354, 1.004], [-0.827, 1.891, -1.534], [-0.855, -1.096, -0.497], [-0.902, 0.341, -0.630], [1.615, 0.373, 1.738], [-0.178, 1.688, 0.988], [-0.015, -0.388, 0.050]]
}

# 2
{
  "formula": "C6H12FN",
  "method": "ωB97M-V with the def2-TZVPD basis set",
  "mol_weight_g_mol": 117.167,
  "de_lowest_kcal_mol": 55.32,
  "e_tot_ev": -10621.764,
  "total_charge": 0,
  "lumo_energy_ev": 0.996,
  "smiles": "CC1(C)NCC[C@H]1F",
  "elements": ["C", "C", "C", "C", "H", "C", "H", "N", "H", "H", "H", "H", "H", "H", "H", "H", "H", "H", "F", "C"],
  "coordinates": [[-0.791218, -0.364931, -0.862742], [-0.025452, -1.711163, -0.484548], [-0.402972, 0.367196, 1.563720], [1.442046, -1.069210, -0.213885], [1.717862, -1.329556, 0.854705], [-0.600907, 1.929094, -0.462061], [-0.315382, -2.233086, 0.526207], [1.181919, 0.314254, -0.319522], [-0.153908, 2.796336, -0.028331], [-1.338809, 0.845349, 2.063951], [0.680214, 0.779713, 2.103123], [-0.399571, -0.756936, 1.534751], [2.067161, -1.435749, -0.972048], [-1.622312, 1.953453, -0.106663], [1.917484, 0.926792, 0.147199], [-0.052522, -2.354574, -1.305016], [-0.349107, 1.754275, -1.526554], [-0.677020, -0.325600, -2.059419], [-2.106044, -0.700426, -0.498548], [-0.171464, 0.614769, 0.045680]],
  "forces_ev_per_a": [[-0.697, -5.752, -0.622], [1.641, 2.001, 2.515], [1.776, 0.368, 0.743], [-2.444, -1.877, 1.886], [0.315, -0.241, -1.301], [-0.006, -0.002, -0.273], [-0.146, 0.952, -2.373], [2.528, 2.701, 0.089], [0.817, 0.524, 0.180], [1.734, -1.010, -1.029], [-3.365, -1.194, -1.243], [-0.266, 1.270, 1.434], [1.489, -0.393, -0.593], [-0.774, 0.422, -1.038], [-1.509, -1.057, -0.820], [0.049, -1.351, -1.011], [-0.872, 1.424, 0.245], [-0.481, 0.891, 2.885], [-0.549, 1.076, -0.590], [0.760, 1.248, 0.916]]
}

# 3
{
  "formula": "C6H12MoS6Sb",
  "method": "ωB97M-V with the def2-TZVPD basis set",
  "mol_weight_g_mol": 494.264,
  "e_tot_ev": -79805.823,
  "total_charge": 2,
  "lumo_energy_ev": [-9.488, -10.442],
  "multiplicity": 4,
  "elements": ["H", "C", "H", "H", "S", "H", "S", "H", "H", "S", "H", "Sb", "S", "S", "H", "C", "H", "C", "Mo", "C", "H", "C", "S", "H", "H", "C"],
  "coordinates": [[-2.137195, -0.927452, 3.267790], [-0.023658, -3.804207, -0.099525], [-2.728596, -3.397433, 3.246499], [-1.185999, -1.850848, 4.426491], [-1.917035, -1.021187, -2.033654], [0.144611, -2.709702, -0.165594], [-2.346078, -2.740440, 0.977328], [-2.006068, -4.047109, -0.930722], [2.176342, -2.376794, 0.922388], [0.119316, -1.009202, 2.599561], [0.357839, -4.232478, -1.025350], [-0.663832, 1.048741, -2.155438], [1.101979, -0.430758, -1.207523], [-1.414545, 1.246382, 0.247583], [-1.070361, -3.771001, 2.734715], [1.423364, -2.250920, 2.969784], [2.218068, -1.667093, 3.435318], [1.987095, -3.021043, 1.780460], [-0.740909, -0.954710, 0.209090], [-1.848567, -3.012443, 2.729759], [-1.738395, -5.039022, 0.505298], [-1.518914, -4.076918, 0.045357], [0.988197, -4.459901, 1.275388], [2.941967, -3.453482, 2.079310], [1.017676, -2.926189, 3.721831], [-1.388972, -1.717426, 3.363969]],
  "forces_ev_per_a": [[-0.008, 0.004, 0.089], [-0.008, -0.259, 0.413], [-0.026, 0.025, -0.040], [-0.002, -0.016, 0.014], [0.340, -0.207, 0.349], [0.639, -0.720, -0.310], [0.340, -0.004, 0.206], [-0.048, -0.070, 0.021], [0.103, -0.009, -0.013], [-0.261, -0.136, -0.007], [-0.061, 0.173, -0.133], [0.302, -0.242, 0.896], [-0.641, -0.326, -0.012], [0.085, -0.916, -0.024], [0.020, -0.037, 0.003], [0.178, 0.086, -0.197], [-0.046, 0.050, 0.009], [-0.326, -0.239, 0.056], [-0.573, 2.271, -0.954], [-0.119, -0.025, -0.021], [-0.045, 0.021, 0.049], [0.038, 0.140, -0.139], [-0.041, 0.241, -0.090], [0.048, 0.061, -0.009], [-0.041, 0.029, 0.022], [0.153, 0.105, -0.179]]
}

# 4
{
  "formula": "C6H12N",
  "method": "ωB97M-V with the def2-TZVPD basis set",
  "mol_weight_g_mol": 98.169,
  "de_lowest_kcal_mol": 119.09,
  "e_tot_ev": -7894.897,
  "total_charge": 1,
  "lumo_energy_ev": [-6.506, -6.223],
  "elements": ["H", "N", "C", "H", "H", "H", "C", "H", "C", "C", "H", "H", "C", "H", "H", "H", "H", "C", "H"],
  "coordinates": [[-1.837221, -2.219524, -0.846915], [0.771665, -0.037375, 0.127712], [-0.525813, 0.482424, 0.583222], [0.399384, 0.328849, -1.774924], [1.965365, -1.182284, 1.690691], [-0.493123, 0.639590, 1.660949], [-1.463632, -0.546361, 0.357370], [-1.768210, 2.389403, 0.239712], [0.978195, -0.411925, -1.237074], [-2.097811, -1.556931, -0.149148], [-1.022749, 1.494715, -1.088647], [1.864975, 0.572554, 1.717228], [1.774345, -0.292610, 1.057395], [2.710538, -0.446435, 0.485419], [-2.967340, -1.966339, 0.332229], [1.909913, -0.121257, -1.544634], [0.662182, -1.318451, -1.652120], [-0.872680, 1.821627, -0.067671], [0.012018, 2.370339, 0.109203]],
  "forces_ev_per_a": [[1.796, -2.156, -3.226], [-2.314, -0.944, 0.161], [0.288, 1.253, 1.208], [-0.469, 0.080, -0.575], [-1.687, -0.224, -0.119], [0.419, -0.097, 0.367], [-0.460, -2.856, -1.880], [0.407, -0.726, 0.335], [-2.588, 2.362, -0.323], [-0.383, 3.189, 3.916], [0.137, 0.990, -0.584], [0.194, -0.005, 0.092], [3.131, -0.286, 1.213], [-0.267, 0.846, 0.006], [-0.790, 0.396, 0.538], [2.780, 0.064, -0.410], [-0.180, -1.979, 0.133], [-0.797, -1.028, -0.486], [0.783, 1.120, -0.365]]
}